This record from the OMol25 dataset describes 3 unconnected molecules or ions with the total composition C38H37N3O6S. The level of theory is wB97M-V/def2-TZVPD.

Each line ends with the Mulliken charge.
Positions of all 85 atoms, in Å:
C 3.9939 1.7908 2.7947  -1.1458
C 2.7370 0.9070 2.2790  0.3099
O 3.0687 0.2583 1.0318  -0.5048
C 1.4730 1.8816 2.2092  -0.7202
N 0.5392 1.6186 1.0921  -0.2620
C -0.2780 0.3758 1.3249  0.1454
C -1.1797 0.2116 0.0137  -0.4213
O -1.7909 -1.0718 -0.1589  -0.4592
C -0.8483 -2.1590 -0.1601  -0.3592
C 0.4850 -1.9244 -1.0113  0.0726
C 0.2546 -1.4507 -2.5221  -0.6897
C 1.4618 -0.4402 -2.8932  -0.1167
N 1.1254 0.4423 -4.0686  -0.6973
N -1.0430 0.3844 2.6172  -0.5497
C -1.7671 1.4176 2.7664  0.4157
S -2.8916 2.6405 2.7793  -0.2350
H 4.5242 1.1953 3.6110  0.3052
H 4.6793 1.9069 1.8814  0.2656
H 3.6902 2.8010 3.2128  0.3360
H 2.4894 0.0735 3.0309  0.2535
H 3.9121 -0.2167 1.2159  0.3009
H 1.8892 2.9421 2.0398  0.4795
H 0.9586 1.9348 3.2385  0.2397
H -0.0610 2.4181 0.8641  0.3813
H 0.5144 -0.4488 1.4402  0.0676
H -2.0465 0.9669 0.0959  0.3572
H -0.5772 0.5733 -0.8987  0.1367
H -0.5235 -2.3190 0.9345  0.2798
H -1.3227 -3.1495 -0.4914  0.1987
H 1.0773 -2.9054 -1.0370  0.4648
H 1.1812 -1.1718 -0.4877  -0.2665
H 0.1476 -2.3033 -3.2623  0.3182
H -0.6922 -0.8103 -2.5631  0.2353
H 2.4444 -0.9891 -3.0968  0.3154
H 1.6854 0.2659 -2.0102  0.0959
H 0.0964 0.5426 -4.1150  0.2628
H 1.5324 1.3769 -3.9182  0.2516
O 1.0819 -6.1935 0.0409  -0.7094
C 0.9803 -7.3165 -0.4210  0.5718
C 2.1890 -8.1045 -0.7561  0.1628
C 3.4525 -7.5622 -0.5203  -0.5323
C 4.5914 -8.3098 -0.7949  -0.4865
C 4.4735 -9.6010 -1.3042  -0.4507
C 3.2167 -10.1379 -1.5566  -0.5740
C 2.0714 -9.3885 -1.2890  0.2499
C 0.7373 -9.9627 -1.5782  0.5340
O 0.6362 -11.0621 -2.0939  -0.6707
C -0.4709 -9.1832 -1.2247  0.3079
C -1.7340 -9.7274 -1.4588  -0.6201
C -2.8736 -9.0176 -1.0999  -0.4411
C -2.7566 -7.7630 -0.5060  -0.5269
C -1.4998 -7.2116 -0.2844  -0.5353
C -0.3533 -7.9184 -0.6482  0.2091
H 3.5503 -6.5592 -0.1187  0.4735
H 5.5731 -7.8882 -0.6067  0.3946
H 5.3628 -10.1885 -1.5064  0.3976
H 3.1310 -11.1421 -1.9582  0.4595
H -1.8311 -10.7061 -1.9166  0.4655
H -3.8549 -9.4442 -1.2791  0.3935
H -3.6467 -7.2137 -0.2175  0.4086
H -1.4158 -6.2326 0.1758  0.5211
O -3.4187 6.2083 -0.3416  -0.6871
C -2.8452 7.1857 0.1061  0.4906
C -2.1467 7.1160 1.4105  -0.2718
C -2.1299 5.9143 2.1192  -0.0632
C -1.4437 5.8288 3.3247  -0.1150
C -0.7711 6.9413 3.8262  -0.6501
C -0.8005 8.1447 3.1313  -0.5642
C -1.4937 8.2365 1.9246  0.2050
C -1.5341 9.5276 1.2006  0.6340
O -1.0100 10.5198 1.6761  -0.6691
C -2.2151 9.5924 -0.1127  0.1657
C -2.2295 10.7938 -0.8219  -0.5474
C -2.8370 10.8562 -2.0702  -0.4563
C -3.4316 9.7203 -2.6150  -0.4658
C -3.4315 8.5252 -1.9047  -0.5332
C -2.8276 8.4596 -0.6488  0.1763
H -2.6475 5.0428 1.7307  0.4221
H -1.4279 4.8925 3.8721  0.2873
H -0.2253 6.8701 4.7610  0.4069
H -0.2793 9.0090 3.5292  0.4658
H -1.7638 11.6804 -0.4048  0.4609
H -2.8438 11.7904 -2.6220  0.3933
H -3.8973 9.7677 -3.5937  0.3946
H -3.8992 7.6451 -2.3333  0.4565

Cartesian forces, eV/Å:
C -0.170 -1.122 -0.131
C -0.078 0.385 1.306
O 0.327 0.261 0.836
C 0.579 1.415 -0.407
N -0.523 -1.462 1.050
C 2.226 0.137 -1.586
C -0.464 0.942 0.339
O 0.930 0.202 -0.371
C 1.536 -0.865 0.689
C 0.262 -0.304 -0.241
C 0.590 1.382 0.595
C 0.032 0.365 0.314
N -0.345 -0.383 0.583
N -2.908 4.604 0.088
C -0.328 -1.913 -0.690
S 2.567 -2.729 0.314
H -0.447 0.958 -1.104
H -0.923 0.070 1.448
H 0.377 -1.284 -0.564
H 0.419 1.216 -0.845
H -0.927 0.444 -0.308
H -0.674 -1.539 0.096
H 0.820 -0.361 -1.315
H 0.329 -0.310 0.364
H -1.470 1.104 -0.283
H 1.141 -1.198 0.004
H -0.543 -0.869 1.432
H -0.379 0.017 -1.512
H 0.166 1.795 0.321
H -0.948 1.224 0.241
H -1.165 -1.023 -0.759
H 0.226 1.032 0.949
H 1.075 -0.994 -0.016
H -1.408 0.520 0.176
H -0.493 -1.367 -0.854
H 0.937 0.101 0.053
H -0.421 -0.706 -0.156
O -0.019 -0.209 -0.106
C 0.076 0.810 0.329
C 0.322 -0.117 -0.050
C 0.222 -0.077 -0.015
C -0.189 0.018 0.009
C -0.203 0.024 -0.005
C 0.251 0.013 0.011
C 0.345 0.080 0.066
C -0.081 -0.862 -0.396
O 0.026 0.277 0.135
C -0.330 0.115 0.049
C -0.226 0.060 0.045
C 0.200 -0.013 -0.009
C 0.205 0.000 -0.016
C -0.249 -0.026 -0.013
C -0.365 -0.076 0.001
H -0.183 -0.114 -0.032
H -0.098 -0.031 -0.015
H -0.090 0.051 0.007
H -0.162 0.149 0.033
H 0.187 0.106 0.058
H 0.100 0.033 0.013
H 0.095 -0.040 -0.028
H 0.159 -0.128 -0.077
O 0.141 0.222 0.097
C -0.429 -0.737 -0.315
C 0.144 -0.079 0.312
C 0.100 -0.024 0.169
C -0.010 0.112 -0.125
C -0.075 0.133 -0.190
C 0.065 -0.160 0.196
C 0.057 -0.275 0.193
C 0.417 0.756 0.378
O -0.127 -0.242 -0.126
C -0.140 0.099 -0.312
C -0.072 0.077 -0.216
C 0.051 -0.105 0.160
C 0.044 -0.113 0.175
C -0.044 0.168 -0.186
C -0.026 0.272 -0.266
H 0.082 0.302 -0.103
H -0.029 0.078 -0.083
H -0.058 0.019 -0.081
H -0.135 -0.007 -0.178
H -0.003 -0.206 0.085
H 0.006 -0.085 0.061
H 0.037 -0.017 0.098
H 0.086 0.024 0.206

The calculation puts the energy above the lowest of the compared OMol25 structures with the same formula, charge and spin at 0.0 kcal/mol. The energy is -2484.04958 hartree. Its multiplicity is 1. As for the structure (SMILES): C[C@H](O)CN[C@H](COCCCCN)N=C=S.O=C1c2ccccc2C(=O)c2ccccc21.O=C1c2ccccc2C(=O)c2ccccc21. For the HOMO energy, the calculation gives -8.941 eV.